C20H34NO5Ta | wB97M-V/def2-TZVPD

Each line ends with the natural charge from an NBO analysis.
Cartesian coordinates (Å):
Ta1 -0.57836 -1.02881 0.16712  2.362
C1 -0.99546 -3.32949 2.35746  -0.248
O1 -0.25755 -2.10055 2.01683  -0.593
C2 1.09357 -2.07798 2.59455  -0.095
C3 2.05644 -2.49501 1.49905  -0.099
O2 1.73833 -1.56850 0.44838  -0.589
C4 2.32177 -1.68074 -0.85951  -0.107
C5 1.45741 -2.59563 -1.69622  -0.094
O3 0.06117 -2.15911 -1.52786  -0.593
C6 -0.83584 -2.97882 -2.36301  -0.242
H1 -1.05108 -3.39004 3.44136  0.228
H2 -0.46058 -4.18485 1.94745  0.201
H3 -1.98117 -3.23482 1.91989  0.237
H4 1.10290 -2.71585 3.47359  0.245
H5 1.28538 -1.04518 2.88977  0.237
H6 1.90077 -3.52813 1.17637  0.200
H7 3.09253 -2.36384 1.81322  0.241
H8 3.35837 -2.01285 -0.81495  0.246
H9 2.29569 -0.66443 -1.25710  0.240
H10 1.49096 -3.63683 -1.36882  0.210
H11 1.70260 -2.53718 -2.75525  0.244
H12 -0.46683 -2.93167 -3.38459  0.224
H13 -1.82450 -2.54541 -2.28374  0.233
H14 -0.81444 -3.99823 -1.98321  0.211
C7 -4.24124 -2.87635 -0.15413  -0.606
C8 -3.72120 -1.44321 -0.04259  0.066
C9 -4.08492 -0.62633 -1.28335  -0.609
C10 -4.26003 -0.76387 1.21850  -0.608
N1 -2.26710 -1.45430 0.07008  -0.735
H15 -5.31870 -2.86433 -0.31409  0.247
H16 -4.05509 -3.44375 0.75895  0.208
H17 -3.78864 -3.40436 -0.99483  0.206
H18 -5.16862 -0.59049 -1.39255  0.245
H19 -3.68010 -1.07414 -2.19304  0.202
H20 -3.71509 0.39546 -1.19590  0.232
H21 -5.34979 -0.77410 1.20205  0.246
H22 -3.93018 0.27390 1.27210  0.228
H23 -3.93561 -1.28945 2.11845  0.206
C11 4.54211 5.17874 -0.37652  -0.642
C12 3.25897 4.40851 -0.29796  0.047
C13 2.22620 4.63997 -1.19743  -0.219
C14 1.02871 3.94023 -1.14261  0.066
C15 -0.07250 4.26793 -2.11138  -0.647
C16 0.90136 2.94203 -0.16031  -0.189
C17 1.91879 2.69718 0.77644  0.007
C18 1.77327 1.69249 1.89429  -0.637
C19 3.07729 3.44651 0.69529  -0.178
C20 -0.33333 2.14414 -0.15984  0.811
O4 -1.47630 2.44879 -0.16312  -0.486
O5 -0.02769 0.74058 -0.05799  -0.844
H24 4.49226 5.95943 -1.13203  0.232
H25 5.37081 4.51438 -0.62812  0.234
H26 4.77658 5.64270 0.58148  0.239
H27 2.34560 5.40618 -1.95332  0.226
H28 0.25179 5.04572 -2.79840  0.237
H29 -0.96106 4.61944 -1.58969  0.248
H30 -0.36681 3.39999 -2.70508  0.217
H31 0.73336 1.54611 2.19012  0.201
H32 2.31448 2.03194 2.77640  0.246
H33 2.19690 0.72576 1.60145  0.196
H34 3.85339 3.30045 1.43792  0.212

Output
molar mass = 549.4 g/mol
Kohn-Sham gap = 0.25813 Ha
largest force on an atom = 2.205 eV Å⁻¹
total charge = +2
lowest unoccupied orbital energy = -6.78 eV
calculated total energy = -1269.948639 Ha

C2H3CaFO | wB97M-V/def2-TZVPD

Each line ends with the natural charge from an NBO analysis.
Cartesian coordinates (Å):
H1 0.68032 -0.67314 -1.00309  0.317
O1 -0.17966 0.95401 -0.65128  -0.882
C1 -0.20999 0.23320 0.40027  0.399
C2 0.27475 -1.15936 0.20539  -0.017
Ca1 -0.83207 2.84999 -1.25795  1.940
H2 0.25980 0.70079 1.28841  0.231
H3 -0.81214 -1.24686 -0.31171  0.255
F1 0.81900 -1.65864 1.32995  -0.245

Output
molar mass = 102.1 g/mol
Kohn-Sham gap = 0.33545 Ha
largest force on an atom = 6.590 eV Å⁻¹
total charge = +2
lowest unoccupied orbital energy = -10.41 eV
calculated total energy = -929.924613 Ha

Which of these has the lowest largest force on an atom?
C20H34NO5Ta